A structure of composition C51H114Br15NO in a non-equilibrium geometry. Source: the Open Molecules 2025 dataset; level of theory: ωB97M-V with the def2-TZVPD basis set.

```
182
Properties=species:S:1:pos:R:3:forces:R:3:mulliken_charge:R:1
C 2.64066 1.41239 6.56999 -0.499 0.719 0.532 -0.476
Br 3.19282 0.44537 8.16881 -0.179 -0.140 -0.621 -0.050
Br 0.99464 0.76599 5.70890 0.941 -0.116 0.290 0.100
Br 4.14161 1.80830 5.39929 -0.563 -0.495 0.331 -0.065
H 2.30118 2.36076 6.98645 0.322 -0.140 -0.320 0.454
C 2.19182 3.61917 -4.44763 -1.158 0.602 0.529 -0.430
Br 3.05321 3.16342 -2.73670 -0.223 -0.081 -1.075 -0.028
Br 0.55767 4.69058 -4.04171 0.594 -0.415 -0.130 -0.007
Br 1.62354 2.15532 -5.64717 0.824 0.727 0.817 -0.039
H 2.81920 4.36819 -4.93082 0.077 -0.724 -0.189 0.423
C -3.67713 5.26801 -3.14355 -0.191 0.865 -0.428 0.302
Br -5.61428 5.76444 -3.22901 1.444 -0.210 0.351 -0.052
Br -2.72998 5.96671 -1.56424 -0.655 -0.260 -0.915 0.088
Br -2.82429 5.89772 -4.84136 -0.427 -0.456 1.113 -0.052
H -3.58566 4.18233 -3.11131 -0.177 0.271 -0.080 -0.307
C -3.60752 0.75066 -7.60503 -0.077 -0.352 0.641 -0.553
Br -4.99113 -0.69585 -7.51725 0.974 1.096 0.067 -0.078
Br -1.89562 0.02059 -8.24110 -0.841 0.417 0.448 -0.036
Br -3.41117 1.74118 -5.85272 -0.155 -0.852 -1.497 0.175
H -3.95324 1.48367 -8.33393 0.102 -0.247 0.264 0.495
C -0.98057 7.29605 1.94300 -0.594 0.168 -0.364 0.310
Br 0.11658 6.33672 0.63750 -0.578 0.388 0.531 0.045
Br -2.55157 6.23968 2.55127 0.947 0.812 -0.478 -0.006
Br -1.61063 9.02171 1.19622 0.375 -0.848 0.354 -0.041
H -0.34222 7.52386 2.79664 -0.220 -0.234 -0.175 -0.272
C 2.77720 -0.61229 -2.96699 -0.478 -0.553 -0.365 -0.061
C 4.29168 -0.84968 -3.05718 -0.461 0.410 0.378 -0.662
C 4.71228 -2.31179 -3.32655 -0.077 0.723 -0.733 -0.578
C 4.61167 -2.70506 -4.80615 -0.189 -0.878 -0.035 -0.073
C 5.39014 -3.99475 -5.15419 -0.356 -0.982 0.302 -0.764
C 4.77283 -5.36027 -4.64238 0.395 1.138 -0.046 -0.808
H 2.24518 -0.85398 -3.88712 0.113 -0.474 -0.209 0.202
H 2.43108 0.40976 -2.81302 0.609 0.130 0.384 -0.228
H 2.35692 -1.23000 -2.17335 -0.148 -0.048 0.061 0.033
H 4.66787 -0.13075 -3.78499 0.441 -0.207 -0.162 0.383
H 4.67878 -0.55488 -2.08181 0.309 0.074 0.033 0.308
H 4.10274 -2.91875 -2.65710 0.103 -0.403 -0.123 0.329
H 5.76924 -2.48234 -3.12199 0.054 0.265 0.668 0.354
H 3.56480 -2.80520 -5.09272 -0.067 0.145 -0.267 -0.152
H 5.09309 -1.92901 -5.40120 -0.259 0.293 -0.011 0.330
H 5.63001 -4.07176 -6.21467 -0.385 0.176 -0.178 0.366
H 6.36437 -3.85463 -4.68584 0.219 -0.290 0.127 0.415
H 4.89003 -5.32563 -3.55924 -0.317 -0.403 0.079 0.316
H 3.72847 -5.51987 -4.91060 -0.132 0.524 0.133 -0.016
H 5.24459 -6.26611 -5.02318 0.565 0.259 -0.004 0.366
C -2.08387 -3.81454 5.90193 0.509 0.511 -0.090 -1.305
C -2.16906 -3.99239 4.39093 0.167 1.155 -0.744 -0.423
C -1.33748 -2.98329 3.53872 0.406 -0.776 0.002 0.650
C -1.24368 -3.29971 2.02328 0.307 2.023 0.582 -0.969
C -0.35184 -2.20124 1.25865 0.272 -2.137 0.207 1.496
C -0.17583 -2.62774 -0.21816 -0.681 0.822 0.824 -1.264
H -2.12972 -2.76824 6.20403 -0.708 0.297 -0.295 0.259
H -1.10892 -4.03232 6.33798 -0.010 -0.901 -0.079 0.336
H -2.91859 -4.35930 6.34302 0.377 -0.042 0.441 0.379
H -1.86859 -4.98777 4.06374 -0.098 -0.186 0.208 0.368
H -3.22576 -3.86200 4.15752 -0.098 -0.163 -0.369 0.263
H -0.31039 -3.05506 3.89652 0.254 0.130 0.249 -0.263
H -1.62522 -1.94184 3.68259 -0.329 0.058 0.143 -0.154
H -0.88106 -4.32403 1.93726 0.212 0.089 -0.458 0.608
H -2.24296 -3.22764 1.59392 -0.133 -0.268 -0.176 0.154
H -0.74687 -1.19150 1.37035 -0.461 -0.084 -0.164 -0.665
H 0.65519 -2.12797 1.66929 0.060 -0.222 0.525 -0.103
H 0.28447 -3.60959 -0.32855 -0.066 0.012 0.145 0.450
H -1.19804 -2.64357 -0.59625 0.185 -0.158 -0.711 0.171
H 0.43188 -1.88951 -0.74142 -0.125 -0.029 -0.242 0.088
C -4.23827 -1.92659 -0.76250 0.481 -0.250 -0.283 -1.280
C -4.39182 -0.48776 -1.24629 -0.638 -1.398 0.617 1.374
C -5.58570 -0.43047 -2.20039 0.780 2.391 -0.236 -1.067
C -5.70452 1.06281 -2.71580 -0.005 -1.925 0.307 0.268
C -6.78712 1.19670 -3.73464 -1.385 1.447 0.077 -0.505
C -6.88846 2.66051 -4.23012 0.047 -0.955 -0.420 -0.958
H -4.16416 -2.57493 -1.63559 0.088 -0.193 -0.064 0.431
H -5.08803 -2.29416 -0.18726 -0.038 0.208 0.151 0.477
H -3.32129 -2.06166 -0.18890 -0.059 -0.051 0.191 -0.218
H -4.51467 0.11916 -0.34926 -0.161 0.439 -0.229 -0.073
H -3.46143 -0.19325 -1.73181 -0.073 0.196 -0.216 -0.579
H -6.53183 -0.75920 -1.77044 0.085 -0.026 0.277 0.534
H -5.37243 -1.06868 -3.05790 -0.048 -0.076 -0.106 0.175
H -5.90267 1.75142 -1.89443 0.144 -0.023 0.193 0.311
H -4.73355 1.29926 -3.15102 0.146 0.250 -0.044 -0.348
H -6.69226 0.47465 -4.54565 0.121 0.118 -0.139 0.279
H -7.75180 1.04081 -3.25174 -0.113 -0.663 0.099 0.318
H -5.86843 2.88282 -4.54354 -0.248 0.830 -0.246 0.115
H -7.61329 2.77358 -5.03630 0.321 -0.198 -0.457 0.384
H -7.28350 3.36358 -3.49680 0.557 -0.234 0.440 0.284
C -5.23430 -1.27983 3.99834 0.765 1.405 -1.378 -1.309
C -4.32076 -0.02268 3.88688 0.676 -0.350 0.260 -0.762
C -3.71531 0.32560 2.46766 -1.416 -1.362 1.993 0.675
C -2.94808 1.60845 2.49499 0.063 1.067 -1.057 -0.018
C -1.81285 1.78670 3.48424 0.726 0.751 -0.596 0.825
C -1.18262 3.23767 3.41884 -0.227 -1.410 0.372 -1.030
H -4.70279 -2.04239 3.42904 -0.333 -0.424 0.091 0.151
H -6.13024 -0.97504 3.45751 -0.395 -0.666 0.145 0.406
H -5.44511 -1.62278 5.01128 0.035 0.226 -0.103 0.351
H -4.83019 0.86759 4.25568 -0.146 0.070 0.051 0.509
H -3.49679 -0.20320 4.57722 0.256 0.205 0.052 0.312
H -4.57826 0.35189 1.80227 0.122 0.298 -0.334 0.363
H -3.10505 -0.51565 2.13902 0.221 -0.094 -0.040 -0.590
H -2.51590 1.71975 1.50053 0.301 0.046 -0.250 -0.880
H -3.61081 2.47368 2.51182 -0.388 0.042 0.457 0.563
H -2.09608 1.53464 4.50617 -0.040 0.180 0.051 0.627
H -1.05593 1.06763 3.17102 0.293 -0.170 0.236 -0.783
H -0.93296 3.59077 2.41829 -0.495 -0.203 -0.275 -0.241
H -1.86017 3.94399 3.89858 0.255 -0.018 -0.027 0.543
H -0.20915 3.23362 3.90916 -0.088 0.051 0.460 0.230
C 1.93481 1.10381 2.14124 -0.859 -0.457 1.741 -0.123
C 1.59331 2.10415 1.09543 -0.933 0.194 -1.724 0.095
C 0.39976 1.64439 0.17355 0.940 -0.539 0.098 1.476
C -0.17010 2.76941 -0.66696 -1.182 -0.388 -0.337 0.519
C -1.39662 2.38740 -1.61553 0.693 0.195 0.807 1.026
C -1.08816 1.47408 -2.79817 0.197 0.114 0.560 0.548
H 2.65042 1.43017 2.89587 0.666 -0.043 -0.519 -0.040
H 2.12297 0.09241 1.78100 0.583 0.158 -0.353 0.131
H 1.09914 0.91999 2.81649 -0.571 0.137 -0.172 -0.292
H 1.31831 3.10560 1.42641 0.022 -0.016 0.763 -0.247
H 2.47937 2.28392 0.48658 0.068 -0.039 -0.404 0.372
H -0.38226 1.17816 0.77285 -0.141 0.126 0.316 -1.047
H 0.75710 0.83443 -0.46235 0.154 -0.174 -0.194 0.112
H -0.53257 3.48156 0.07437 -0.107 0.454 -0.257 -0.390
H 0.66200 3.21138 -1.21502 -0.249 0.249 -0.237 0.097
H -2.15823 1.88513 -1.01905 0.028 -0.199 0.391 -0.217
H -1.94051 3.27765 -1.93134 0.510 0.324 -0.136 -1.284
H -1.92553 1.44641 -3.49540 0.039 -0.121 0.008 -0.301
H -0.19511 1.78333 -3.34125 -0.017 -0.007 -0.029 -0.450
H -0.93029 0.47379 -2.39491 0.117 -0.224 -0.309 0.084
C 6.21494 -4.67710 7.19290 -1.043 0.571 0.426 -1.273
C 4.82216 -3.96594 7.05417 1.010 -0.234 0.021 -0.316
C 4.48937 -3.64286 5.63083 -0.683 -0.436 -0.936 -0.701
C 3.12129 -2.95705 5.47202 0.721 0.482 0.288 -0.623
C 2.92568 -2.21858 4.12488 -0.397 -1.789 1.307 0.750
C 3.27788 -3.09705 2.93804 0.484 0.977 -1.163 -1.423
H 6.36026 -4.93941 8.24083 0.043 -0.342 -0.045 0.380
H 7.07927 -4.06631 6.93218 -0.224 0.262 -0.261 0.325
H 6.22216 -5.56462 6.56016 0.062 -0.098 0.149 0.318
H 4.04377 -4.62320 7.44175 0.001 -0.066 0.226 0.289
H 4.75447 -3.02440 7.59917 0.297 -0.053 0.427 0.292
H 4.33944 -4.57700 5.08954 0.521 -0.280 -0.183 0.283
H 5.32817 -3.14300 5.14641 -0.069 0.402 -0.056 0.355
H 2.41418 -3.75733 5.69030 -0.503 0.163 -0.325 0.346
H 3.01563 -2.22736 6.27483 -0.166 0.156 0.155 0.145
H 1.86602 -1.98392 4.02425 -0.009 0.464 0.072 -0.291
H 3.50818 -1.30255 4.22342 0.046 0.049 -0.563 0.152
H 3.27533 -2.40559 2.09543 0.041 -0.118 -0.477 0.349
H 4.27684 -3.53306 2.92896 0.012 0.010 0.358 0.421
H 2.57097 -3.87756 2.65665 -0.217 -0.029 0.529 0.284
C -2.67141 -1.91116 -4.73457 0.129 0.274 -0.622 -0.445
C -2.09440 -3.07012 -5.60542 0.424 1.476 0.754 -0.673
C -0.55191 -3.26388 -5.45996 -0.806 0.064 -0.009 -0.129
C -0.15311 -4.50109 -6.26067 0.277 -0.529 0.355 -0.988
C 1.29180 -5.03886 -6.19275 -0.207 0.612 0.167 0.193
C 1.55373 -5.95544 -7.37859 -0.498 -0.146 0.228 -1.462
H -2.40286 -0.96205 -5.19842 0.850 0.154 0.260 -0.047
H -2.37857 -1.91464 -3.68465 0.176 -0.081 -0.018 0.096
H -3.74705 -1.73968 -4.77577 -0.346 -0.951 0.053 0.229
H -2.61888 -4.00164 -5.39261 0.041 -0.043 -0.254 0.463
H -2.23598 -2.71254 -6.62532 -0.400 -0.623 -0.260 0.227
H -0.28812 -3.29362 -4.40278 0.039 -0.572 0.188 0.222
H -0.02132 -2.37232 -5.79419 -0.060 0.147 -0.395 0.259
H -0.78441 -5.32771 -5.93472 -0.139 -0.158 0.283 0.312
H -0.46510 -4.41751 -7.30171 0.177 0.525 -0.239 0.338
H 2.03984 -4.24622 -6.17679 -0.077 0.354 -0.245 -0.006
H 1.44494 -5.50888 -5.22129 -0.121 -0.412 -0.022 0.337
H 2.45200 -6.56417 -7.27530 0.116 0.231 -0.191 0.368
H 0.71322 -6.63803 -7.50404 -0.049 -0.240 0.130 0.336
H 1.53726 -5.35519 -8.28827 0.455 -0.054 -0.092 0.359
C 3.71308 4.62833 3.48525 -0.620 0.363 1.008 -1.692
C 3.25796 5.76227 2.59031 0.164 -0.626 0.017 2.082
C 2.96605 7.08935 3.29736 -0.008 0.721 -0.252 -1.180
O 1.70176 7.17479 3.97318 -0.021 -0.663 -0.215 -0.205
C 1.51317 8.43916 4.58409 0.170 0.088 -0.327 -0.942
N 4.26490 5.89159 1.52435 -0.399 0.727 -0.119 -0.736
H 2.97541 4.56102 4.28489 0.004 -0.617 0.170 0.431
H 4.67931 4.79980 3.95970 0.126 0.376 0.002 0.375
H 3.82579 3.68914 2.94366 -0.420 -0.035 -0.035 0.320
H 2.33440 5.44227 2.10786 -0.120 0.105 0.011 -0.901
H 2.98066 7.87648 2.54349 -0.002 0.085 -0.361 0.437
H 3.75163 7.37165 3.99827 0.311 -0.257 0.295 0.407
H 1.64854 9.24075 3.85798 0.306 0.167 -0.172 0.390
H 2.20843 8.57763 5.41207 0.056 0.079 0.113 0.336
H 0.49086 8.57251 4.93788 -0.020 -0.569 0.118 0.259
H 5.11737 6.24886 1.93145 0.268 0.222 0.075 0.294
H 4.49117 4.93613 1.28772 0.113 -0.090 -0.405 0.300
```
Forces are in eV/Å.

- HOMO level: -0.3495 hartree
- Spin multiplicity: 1
- Orbital gap: 8.8 eV

The molecule C2H7BrOSi in a non-equilibrium geometry. Source: the Open Molecules 2025 dataset; level of theory: ωB97M-V with the def2-TZVPD basis set.

```
12
Properties=species:S:1:pos:R:3:forces:R:3:nbo_charge:R:1
C 1.50026 -0.43358 -1.28508 0.132 0.364 1.018 -0.663
C 0.67760 0.16823 -0.14666 -2.120 -0.091 -0.940 0.190
Br 0.52793 2.20951 -0.48350 -0.456 0.302 -0.610 -0.215
O -0.58560 -0.42133 -0.06347 -0.727 0.448 2.006 -0.847
Si -1.94905 -0.18330 1.28996 3.821 0.813 -2.446 1.139
H 2.37646 0.24080 -1.31535 -0.420 -0.339 -0.786 0.229
H 0.83675 -0.43124 -2.19849 1.191 -0.243 0.874 0.241
H 1.93641 -1.42191 -0.95739 -0.958 0.698 -0.605 0.225
H 1.18778 0.48108 0.72913 0.455 -1.315 1.289 0.186
H -2.74057 -1.41671 1.27671 0.266 -0.139 0.304 -0.158
H -2.73368 0.91786 0.73647 -0.224 0.107 0.166 -0.171
H -1.03431 0.29058 2.41768 -0.958 -0.605 -0.270 -0.156
```
Forces are in eV/Å.

- SMILES string: C[C@@H](Br)O[SiH3]
- HOMO level: -0.3518 hartree
- Spin multiplicity: 1
- Orbital gap: 9.9 eV